Here is a cluster of 14 separate species, H28O14 in total in a non-equilibrium geometry from the OMol25 dataset. Energies are from ωB97M-V with the def2-TZVPD basis set.

The value obtained for the total energy is -29118.183 eV. The highest occupied orbital energy is -10.3918 eV. The value obtained for the energy above the lowest of the compared OMol25 structures with the same formula, charge and spin is 334.7 kJ/mol.

Each line ends with the Löwdin charge.
Element x y z (Å)
O (2.39397, -1.03338, 2.07012)  -0.0652
H (1.64565, -1.39335, 1.56484)  0.0256
H (2.75830, -0.68664, 1.24594)  0.0136
O (-3.74702, -0.96482, 2.72693)  -0.0663
H (-3.62296, 0.00398, 2.68729)  0.0318
H (-3.87262, -0.84787, 3.69155)  0.0583
O (-1.07350, 0.72696, 2.32947)  -0.0554
H (-1.89452, 0.27094, 2.09397)  -0.0040
H (-0.69921, 0.01308, 2.87730)  0.0257
O (-4.71306, 0.69068, -1.51755)  -0.0724
H (-4.51152, -0.21673, -1.24432)  0.0338
H (-5.28607, 0.97633, -0.78894)  0.0358
O (1.85862, 3.60279, -2.49384)  -0.0447
H (2.54099, 3.42604, -3.15045)  0.0519
H (1.01887, 3.79546, -2.92079)  0.0494
O (-1.51410, -1.68549, -3.32184)  -0.0580
H (-0.81663, -1.63725, -2.66274)  0.0009
H (-2.13918, -0.96939, -3.19855)  0.0227
O (1.77337, -1.90711, -1.75680)  -0.0451
H (1.89581, -1.39846, -0.95029)  0.0030
H (1.97923, -1.62284, -2.64157)  0.0367
O (-1.86918, -2.01079, 0.04507)  -0.0504
H (-1.35671, -1.24404, 0.29486)  -0.0058
H (-1.72636, -2.73164, 0.66198)  0.0310
O (0.11100, -4.03396, 0.04131)  -0.0637
H (-0.32854, -4.46518, -0.70729)  0.0516
H (0.66202, -3.41488, -0.45966)  0.0039
O (1.53086, 4.36687, 0.59978)  -0.0471
H (1.69838, 5.30649, 0.57568)  0.0421
H (1.66689, 3.83292, -0.18322)  -0.0092
O (0.60597, 0.58244, -3.71475)  -0.0459
H (-0.06422, 1.10671, -4.14457)  0.0364
H (1.30050, 1.02152, -3.22324)  0.0117
O (0.31334, -1.80003, 4.06755)  -0.0444
H (0.17561, -1.68177, 5.00624)  0.0381
H (1.13107, -1.41706, 3.74208)  0.0053
O (3.27699, 1.74863, 0.78296)  -0.0387
H (2.39561, 2.13123, 0.70655)  0.0072
H (3.80691, 2.48724, 1.09533)  0.0562
O (0.94882, -0.06171, 0.16596)  -0.0595
H (1.58488, 0.65488, 0.01393)  0.0318
H (0.16173, 0.47923, -0.00629)  0.0713

=====

Here is the molecule C3H6S3 in a non-equilibrium geometry from the OMol25 dataset. Energies are from ωB97M-V with the def2-TZVPD basis set.

The value obtained for the total energy is -35712.541 eV. The highest occupied orbital energy is -8.8946 eV. Its SMILES is S[C@H]1[C@H](S)[C@H]1S. The value obtained for the energy above the lowest of the compared OMol25 structures with the same formula, charge and spin is 127.1 kJ/mol.

Each line ends with the Löwdin charge.
Element x y z (Å)
S (-0.26028, 0.77057, 2.21390)  0.7040
C (-0.41145, -0.40990, 0.74659)  -0.6111
C (-0.61538, 0.25541, -0.62587)  -0.7441
S (-1.80521, -0.45139, -1.70453)  0.7459
C (0.61317, -0.59117, -0.35509)  -0.7360
S (2.25015, 0.11386, -0.51627)  0.7362
H (0.30727, -0.14168, 2.97626)  -0.1754
H (-0.94174, -1.35652, 0.88946)  0.0973
H (-0.38570, 1.34749, -0.75989)  0.1170
H (-2.95286, 0.09338, -1.14471)  -0.1001
H (0.52765, -1.64882, -0.68017)  0.1003
H (2.97271, -0.74861, 0.23567)  -0.1341

=====

Here is the molecule C16H19N3O2S in a non-equilibrium geometry from the OMol25 dataset. Energies are from ωB97M-V with the def2-TZVPD basis set.

The value obtained for the total energy is -36300.561 eV. The highest occupied orbital energy is -7.5822 eV. Its SMILES is CCOC(=O)C1CCN(c2ccc(-c3cccs3)nn2)CC1. The value obtained for the energy above the lowest of the compared OMol25 structures with the same formula, charge and spin is 216.9 kJ/mol.

Each line ends with the Löwdin charge.
Element x y z (Å)
C (-5.06007, -2.85960, 0.06549)  -0.0605
C (-5.53755, -1.47316, 0.47157)  -0.2138
O (-4.65656, -0.45718, -0.01496)  -0.0015
C (-3.56899, -0.19147, 0.71314)  -0.4804
O (-3.31328, -0.71134, 1.76669)  0.1239
C (-2.69654, 0.83166, 0.01098)  -0.2249
C (-1.82152, 1.58608, 1.01175)  -0.1159
C (-0.84589, 2.49880, 0.26398)  -0.1477
N (-0.03720, 1.73511, -0.65595)  -0.0836
C (1.19003, 1.23572, -0.35044)  -0.2670
C (1.97915, 1.69030, 0.73316)  0.0198
C (3.22930, 1.15503, 0.87537)  -0.0184
C (3.65313, 0.18801, -0.05828)  -0.3064
C (4.95243, -0.43414, 0.00469)  -0.4767
C (5.46005, -1.38258, -0.84181)  -0.1200
C (6.76665, -1.78175, -0.50385)  -0.1879
C (7.24498, -1.13775, 0.59297)  -0.4207
S (6.10766, -0.02604, 1.24046)  1.0315
N (2.85179, -0.19541, -1.04760)  0.0772
N (1.67079, 0.30346, -1.18623)  0.0670
C (-0.83744, 1.06813, -1.66100)  -0.1526
C (-1.81048, 0.08893, -1.00180)  -0.1079
H (-4.09688, -3.06909, 0.52418)  0.0766
H (-5.77740, -3.60412, 0.39826)  0.0770
H (-4.95813, -2.92161, -1.01532)  0.0777
H (-5.59601, -1.39627, 1.56211)  0.1210
H (-6.50830, -1.24341, 0.02788)  0.1224
H (-3.34794, 1.52563, -0.52910)  0.1551
H (-1.26681, 0.86229, 1.61174)  0.1264
H (-2.44348, 2.17750, 1.68516)  0.1259
H (-1.41076, 3.23255, -0.32302)  0.1291
H (-0.22098, 3.04603, 0.96741)  0.1068
H (1.62160, 2.43036, 1.43141)  0.1002
H (3.88365, 1.45492, 1.68106)  0.0903
H (4.89457, -1.76417, -1.67130)  0.1070
H (7.32898, -2.51664, -1.05200)  0.1006
H (8.19973, -1.24353, 1.06877)  0.0575
H (-1.39162, 1.83136, -2.21686)  0.1283
H (-0.16288, 0.53917, -2.33313)  0.1081
H (-1.23691, -0.68314, -0.48496)  0.1332
H (-2.43083, -0.38866, -1.76062)  0.1234

=====

Here is a structure of composition C4H16O9Zn in a non-equilibrium geometry from the OMol25 dataset. Energies are from ωB97M-V with the def2-TZVPD basis set.

The value obtained for the total energy is -71255.738 eV. Its spin multiplicity is 2. As for the expectation value of S²: 0.751. As for the total charge: -1. The highest occupied orbital energy (alpha / beta) is -2.0201 / -5.6256 eV.

Each line ends with the Löwdin charge.
Element x y z (Å)
Zn (-4.15654, -0.11243, -25.37025)  0.6158
C (-1.34588, -3.25241, -24.00530)  -0.0151
C (-1.81499, -1.79431, -24.19876)  -0.6995
O (-2.95213, -1.54176, -24.60255)  -0.1300
O (-1.05587, -0.77099, -24.10388)  -0.0892
H (-1.72858, -3.98341, -24.71754)  0.0720
H (-1.56114, -3.59920, -22.99461)  0.0645
H (-0.25606, -3.26552, -24.02043)  0.0633
C (-7.50177, -2.24378, -25.01543)  0.0127
C (-6.28466, -1.37499, -25.15716)  -0.7292
O (-5.50685, -1.59041, -26.10996)  -0.1063
O (-5.99712, -0.44548, -24.41280)  -0.1034
H (-7.83890, -2.94519, -25.77861)  0.0808
H (-8.37553, -1.59213, -25.01068)  0.0795
H (-7.37591, -2.80850, -24.09167)  0.0807
O (-4.97242, -3.96056, -23.19746)  -0.0545
H (-4.30760, -3.67114, -22.57258)  0.0209
H (-4.60934, -3.73763, -24.05461)  0.0178
O (-3.65064, 1.22088, -23.88042)  -0.0927
H (-3.87121, 2.11793, -23.62966)  0.0641
H (-2.78688, 1.06988, -23.49656)  0.0516
O (-5.01046, -0.91089, -21.66526)  -0.0554
H (-5.39449, -0.65175, -22.50287)  -0.0209
H (-4.34505, -0.24545, -21.49021)  0.0178
O (-6.30502, -1.69793, -28.76762)  -0.0803
H (-5.69693, -1.59346, -28.03581)  -0.0149
H (-6.94322, -0.99401, -28.65171)  0.0187
O (-7.48737, 1.41157, -22.89332)  -0.0689
H (-7.02676, 2.09999, -23.37307)  0.0182
H (-7.23069, 0.60044, -23.33196)  -0.0180